1.
{
  "formula": "C35H57N4O8P",
  "method": "ωB97M-V/def2-TZVPD",
  "spin_multiplicity": 3,
  "energy_ha": -2529.8478,
  "gap_ev": 7.69,
  "s_squared": 2.0085,
  "total_charge": 0,
  "e_homo_ev": -8.4,
  "mol_weight_g_mol": 692.8,
  "symbols": ["C", "C", "O", "C", "O", "C", "C", "C", "C", "C", "C", "C", "C", "C", "C", "O", "N", "O", "C", "O", "N", "P", "C", "C", "C", "O", "H", "H", "H", "H", "H", "H", "H", "H", "H", "H", "H", "H", "H", "H", "H", "H", "H", "H", "H", "H", "H", "C", "C", "C", "C", "C", "C", "N", "O", "C", "C", "C", "H", "H", "H", "H", "H", "H", "H", "H", "H", "H", "H", "H", "H", "H", "H", "H", "H", "H", "C", "C", "C", "C", "C", "C", "N", "O", "C", "C", "C", "H", "H", "H", "H", "H", "H", "H", "H", "H", "H", "H", "H", "H", "H", "H", "H", "H", "H"],
  "coordinates": [[1.781, -3.473, -0.725], [2.473, -2.201, -0.038], [2.067, -1.057, -0.822], [1.774, 0.039, -0.047], [2.198, 0.254, 1.062], [0.841, 1.118, -0.703], [-0.568, 1.233, -0.003], [-1.124, -0.114, 0.578], [-1.585, -1.151, -0.491], [-1.453, -0.843, -1.912], [-1.857, -1.838, -2.882], [-2.396, -3.143, -2.479], [-2.576, -3.461, -1.077], [-2.164, -2.446, -0.094], [-2.384, -2.833, 1.419], [-3.270, -1.796, 1.977], [-4.339, -1.637, 1.116], [-4.617, -0.493, 1.039], [-2.673, -3.961, -3.776], [-3.210, -5.007, -3.951], [-2.054, -3.149, -4.806], [-0.530, -3.732, -5.491], [0.960, -3.081, -4.559], [-0.434, -3.040, -7.231], [-1.805, -1.784, -4.444], [-1.640, -0.807, -5.119], [1.509, -3.165, -1.761], [0.811, -3.615, -0.168], [2.414, -4.388, -0.673], [2.114, -2.190, 1.016], [3.575, -2.363, -0.145], [1.375, 2.098, -0.556], [0.812, 0.949, -1.806], [-1.310, 1.636, -0.748], [-0.473, 1.975, 0.833], [-2.038, 0.145, 1.190], [-0.418, -0.602, 1.306], [-1.059, 0.119, -2.318], [-3.004, -4.442, -0.782], [-2.926, -3.807, 1.522], [-1.435, -2.795, 2.002], [1.408, -2.236, -5.156], [1.767, -3.854, -4.438], [0.733, -2.655, -3.549], [0.627, -3.135, -7.579], [-0.679, -1.941, -7.281], [-1.168, -3.552, -7.905], [6.810, 1.420, 0.966], [7.297, 0.111, 1.624], [6.115, -0.400, 2.476], [6.224, -1.846, 2.955], [6.626, -2.772, 1.814], [7.909, -2.300, 1.118], [7.797, -0.890, 0.638], [6.987, -0.884, -0.411], [9.087, -2.462, 2.107], [8.260, -3.265, -0.028], [8.488, 0.563, 2.519], [7.562, 1.831, 0.288], [5.884, 1.284, 0.402], [6.600, 2.171, 1.730], [5.190, -0.326, 1.895], [5.975, 0.244, 3.347], [6.930, -1.926, 3.786], [5.256, -2.169, 3.352], [6.757, -3.790, 2.197], [5.804, -2.830, 1.091], [10.026, -2.132, 1.656], [9.209, -3.512, 2.383], [8.949, -1.920, 3.041], [7.449, -3.361, -0.751], [8.451, -4.268, 0.359], [9.157, -2.940, -0.562], [8.298, 0.382, 3.580], [8.706, 1.627, 2.404], [9.424, 0.070, 2.257], [-7.435, 6.803, 1.195], [-7.152, 5.300, 1.413], [-8.274, 4.546, 0.667], [-8.030, 3.054, 0.446], [-6.630, 2.803, -0.101], [-5.549, 3.436, 0.785], [-5.780, 4.898, 0.990], [-5.495, 5.516, -0.146], [-5.519, 2.680, 2.133], [-4.161, 3.159, 0.181], [-7.271, 5.116, 2.954], [-6.654, 7.426, 1.638], [-7.516, 7.064, 0.138], [-8.386, 7.079, 1.656], [-8.420, 4.994, -0.321], [-9.223, 4.669, 1.195], [-8.191, 2.495, 1.371], [-8.765, 2.669, -0.269], [-6.460, 1.725, -0.191], [-6.564, 3.201, -1.119], [-4.764, 3.099, 2.802], [-5.265, 1.631, 1.972], [-6.475, 2.680, 2.655], [-4.075, 3.523, -0.843], [-3.965, 2.084, 0.146], [-3.368, 3.621, 0.776], [-8.086, 4.440, 3.226], [-7.449, 6.063, 3.467], [-6.356, 4.735, 3.405]]
}

2.
{
  "formula": "CH2BrN",
  "method": "ωB97M-V/def2-TZVPD",
  "energy_ha": -2667.7818,
  "gap_ev": [8.41, 8.84],
  "de_lowest_ev": 7.221,
  "total_charge": 0,
  "e_homo_ev": [-9.2, -9.0],
  "mol_weight_g_mol": 107.9,
  "symbols": ["C", "N", "Br", "H", "H"],
  "coordinates": [[-0.255, 0.224, -0.025], [-3.106, 1.301, -1.000], [-1.880, 1.233, 0.026], [-0.305, -0.600, -0.723], [0.687, 0.411, 0.333]]
}

3.
{
  "formula": "C25H23ClOPPt",
  "method": "ωB97M-V/def2-TZVPD",
  "spin_multiplicity": 5,
  "energy_ha": -1962.1474,
  "gap_ev": [7.59, 5.70],
  "de_lowest_ev": 0.000,
  "s_squared": 6.0228,
  "total_charge": 1,
  "e_homo_ev": [-9.9, -12.0],
  "mol_weight_g_mol": 601.0,
  "symbols": ["C", "C", "C", "H", "C", "C", "H", "H", "H", "H", "Pt", "Cl", "P", "C", "C", "H", "C", "H", "C", "H", "C", "H", "C", "H", "C", "C", "H", "C", "H", "C", "H", "C", "H", "C", "H", "C", "C", "H", "C", "H", "C", "H", "C", "H", "C", "H", "C", "C", "O", "H", "H", "H"],
  "coordinates": [[-2.820, -2.414, 2.651], [-1.443, -1.987, 2.499], [-1.395, -0.572, 2.850], [-0.622, -2.611, 2.168], [-2.767, -0.172, 3.172], [-3.558, -1.349, 3.247], [-4.555, -1.419, 3.731], [-3.135, -3.459, 2.523], [-0.483, 0.036, 2.981], [-3.093, 0.848, 3.444], [-2.387, -0.862, 0.851], [-2.398, 1.472, 0.284], [0.308, 0.433, -0.221], [1.449, 1.584, 0.685], [2.844, 1.422, 0.766], [3.326, 0.547, 0.335], [3.630, 2.393, 1.396], [4.711, 2.262, 1.439], [3.034, 3.522, 1.968], [3.652, 4.280, 2.456], [1.642, 3.679, 1.912], [1.176, 4.561, 2.361], [0.855, 2.710, 1.287], [-0.231, 2.823, 1.252], [1.478, -0.953, -0.570], [1.659, -1.891, 0.468], [1.115, -1.776, 1.410], [2.548, -2.954, 0.313], [2.676, -3.684, 1.118], [3.283, -3.083, -0.876], [3.993, -3.906, -0.993], [3.113, -2.155, -1.910], [3.691, -2.242, -2.834], [2.199, -1.104, -1.765], [2.066, -0.395, -2.584], [0.306, 1.260, -1.878], [1.175, 2.284, -2.280], [1.904, 2.695, -1.585], [1.118, 2.782, -3.585], [1.809, 3.564, -3.891], [0.179, 2.281, -4.489], [0.138, 2.667, -5.511], [-0.713, 1.277, -4.084], [-1.455, 0.886, -4.788], [-0.659, 0.776, -2.785], [-1.377, 0.014, -2.464], [-4.909, -2.591, 0.249], [-3.830, -1.665, -0.338], [-3.795, -1.367, -1.522], [-5.413, -2.128, 1.120], [-4.399, -3.514, 0.569], [-5.639, -2.804, -0.551]]
}

4.
{
  "formula": "C4H8NO",
  "method": "ωB97M-V/def2-TZVPD",
  "energy_ha": -286.8599,
  "gap_ev": 11.45,
  "de_lowest_ev": 2.247,
  "total_charge": 1,
  "e_homo_ev": -16.4,
  "mol_weight_g_mol": 86.1,
  "symbols": ["C", "C", "C", "C", "N", "O", "H", "H", "H", "H", "H", "H", "H", "H"],
  "coordinates": [[-1.429, -1.730, 0.979], [1.507, -0.233, -0.932], [0.201, 0.564, -0.863], [-0.275, 0.558, 0.544], [-0.709, -0.844, 0.921], [-1.356, 1.364, 0.852], [-2.132, -2.429, 1.171], [2.225, 0.394, -0.497], [1.797, -0.483, -2.036], [1.388, -1.253, -0.358], [-0.637, 0.384, -1.531], [0.445, 1.641, -1.109], [0.633, 0.736, 1.128], [-1.658, 1.331, 1.734]]
}